Arrangement A

{
  "formula": "C11H15N",
  "method": "wB97M-V/def2-TZVPD",
  "mol_weight_g_mol": 161.2,
  "total_charge": 1,
  "lumo_energy_ev": [-3.71, -7.01],
  "s_squared": 0.773,
  "multiplicity": 2,
  "elements": ["C", "C", "H", "H", "H", "H", "H", "H", "C", "C", "C", "C", "C", "C", "C", "C", "C", "N", "H", "H", "H", "H", "H", "H", "H", "H", "H"],
  "xyz": [[1.85173, 3.44692, -1.74919], [3.32322, 3.35373, -2.17400], [1.25941, 2.77554, -2.36286], [1.70272, 3.13707, -0.70136], [1.47074, 4.46152, -1.80552], [3.82556, 4.30565, -2.03030], [3.41271, 2.98526, -3.19949], [3.84662, 2.60802, -1.59012], [-0.90081, -3.15336, 2.90449], [-0.93041, -1.38247, 1.02467], [-1.14708, -2.69210, 1.50984], [-1.39480, -1.35605, -0.30716], [-1.62769, -3.44519, 0.40774], [-0.42093, 0.95282, 0.88395], [-1.00081, 0.97699, -0.39222], [-0.40597, -0.22243, 1.60569], [-1.49186, -0.17963, -1.00658], [-1.79051, -2.65733, -0.65172], [-0.02547, 1.89981, 1.20587], [-1.18259, 1.95369, -0.79762], [-0.07792, -0.21839, 2.64282], [-1.94387, -0.20090, -1.98774], [-1.43608, -4.06788, 3.10325], [-1.31597, -2.38950, 3.56333], [-1.94663, -4.47747, 0.32402], [-1.79767, -3.06771, -1.57819], [0.14436, -3.34660, 3.15844]]
}

Arrangement B

{
  "formula": "C11H15N",
  "method": "wB97M-V/def2-TZVPD",
  "mol_weight_g_mol": 161.2,
  "total_charge": 1,
  "lumo_energy_ev": [-3.70, -6.86],
  "s_squared": 0.773,
  "multiplicity": 2,
  "elements": ["C", "C", "C", "C", "C", "C", "C", "C", "C", "N", "H", "H", "H", "H", "H", "H", "H", "H", "H", "C", "C", "H", "H", "H", "H", "H", "H"],
  "xyz": [[2.30534, -0.32605, 1.66758], [-0.07436, -0.89703, 0.86593], [0.83660, -0.18709, 1.68507], [-1.36658, -0.44511, 1.16729], [0.03745, 0.73453, 2.42379], [0.12883, -1.89175, -0.11215], [-0.97472, -2.59592, -0.54436], [-2.25230, -2.11480, -0.22532], [-2.48309, -1.02791, 0.62161], [-1.23104, 0.62023, 2.07461], [1.10065, -2.35149, -0.27606], [-0.90993, -3.46957, -1.17580], [-3.10195, -2.65291, -0.60978], [2.70148, -0.90206, 0.84321], [2.71938, -0.75954, 2.57821], [0.33678, 1.40374, 3.21928], [-1.95683, 1.11279, 2.58478], [-3.46842, -0.63041, 0.80014], [2.74632, 0.66611, 1.54618], [0.42560, 2.50536, -2.90839], [0.81773, 1.45899, -1.87777], [-0.32104, 2.13146, -3.61651], [-0.12651, 3.30070, -2.40913], [1.28020, 2.98466, -3.35622], [-0.04796, 0.94065, -1.45982], [1.54487, 1.77816, -1.14357], [1.33352, 0.61425, -2.36279]]
}

Which of them is least stable? Easy: arrangement A.

Arrangement A

{
  "formula": "C9H11N2O",
  "method": "wB97M-V/def2-TZVPD",
  "mol_weight_g_mol": 163.2,
  "total_charge": 1,
  "lumo_energy_ev": -3.50,
  "multiplicity": 1,
  "elements": ["C", "C", "C", "C", "C", "C", "C", "C", "C", "N", "N", "O", "H", "H", "H", "H", "H", "H", "H", "H", "H", "H", "H"],
  "xyz": [[-4.04446, -1.43498, 1.50877], [3.68155, -0.65393, 0.40809], [2.77070, 0.03568, 1.32149], [3.19388, -1.04109, -0.88244], [1.49137, 0.41175, 0.95840], [1.88191, -0.70894, -1.31485], [1.02073, -0.04349, -0.33094], [-1.26215, 1.23055, -0.02337], [-0.33320, 0.20559, -0.75754], [-3.36240, -0.71113, 0.91871], [-2.60729, 0.99604, -0.74678], [-0.85417, -0.38853, -1.68236], [-4.71271, -2.10067, 1.96929], [4.68100, -0.96963, 0.81137], [3.20755, 0.33889, 2.14803], [3.93444, -1.34805, -1.47501], [0.84810, 0.99147, 1.62211], [1.47856, -0.99170, -2.25489], [-1.00931, 2.24906, -0.29281], [-1.34302, 1.17712, 0.98783], [-2.51924, 0.39746, -1.66395], [-2.90165, 1.95248, -1.05549], [-3.24020, 0.40607, -0.17368]]
}

Arrangement B

{
  "formula": "C9H11N2O",
  "method": "wB97M-V/def2-TZVPD",
  "mol_weight_g_mol": 163.2,
  "total_charge": 1,
  "lumo_energy_ev": -3.22,
  "multiplicity": 1,
  "elements": ["C", "C", "C", "C", "C", "C", "C", "C", "C", "N", "N", "O", "H", "H", "H", "H", "H", "H", "H", "H", "H", "H", "H"],
  "xyz": [[3.06189, 1.12415, 0.08059], [3.48646, -0.16927, 0.03748], [1.73269, 1.51709, 0.10819], [2.60419, -1.29186, 0.01900], [0.83945, 0.46776, -0.04523], [1.29049, -0.88994, 0.05526], [-2.74279, -0.44475, 0.82434], [-2.80165, 0.34427, -0.52847], [-0.53018, -0.12819, -0.17820], [-1.54097, 0.24148, 1.31806], [-1.57960, -0.11574, -1.23592], [0.01302, -1.44378, -0.15847], [3.87269, 1.96674, 0.12184], [4.49643, -0.28502, -0.00839], [1.48768, 2.49836, 0.07704], [3.00092, -2.34714, -0.01173], [-3.55343, -0.19772, 1.38544], [-2.70184, -1.45405, 0.54762], [-3.63724, 0.07023, -1.05412], [-2.81526, 1.38666, -0.07374], [-1.26185, -0.28325, 2.12374], [-1.49764, -1.06201, -1.43219], [-1.22347, 0.49599, -1.97215]]
}

Which of them is least stable? Easy: arrangement B.

Arrangement A

{
  "formula": "C7H10O2",
  "method": "wB97M-V/def2-TZVPD",
  "mol_weight_g_mol": 126.2,
  "lumo_energy_ev": 0.78,
  "multiplicity": 1,
  "elements": ["C", "C", "C", "C", "C", "C", "O", "O", "C", "H", "H", "H", "H", "H", "H", "H", "H", "H", "H"],
  "xyz": [[0.90459, -2.79396, 1.49520], [0.61947, -1.81380, 0.85604], [0.38973, -0.43757, -0.13509], [1.51920, 0.51129, 0.22848], [0.39991, -0.96160, -1.56751], [-0.95012, -0.14762, 0.35869], [-1.92751, -0.59910, 0.81848], [-0.96250, 1.23526, -0.43451], [-1.76860, 2.22562, 0.16898], [1.12528, -3.64810, 2.07587], [1.42590, 0.86393, 1.25302], [2.46597, -0.01184, 0.11655], [1.49917, 1.36614, -0.44436], [0.33615, -0.11745, -2.25104], [1.32282, -1.51170, -1.73496], [-0.44155, -1.62672, -1.74712], [-2.57946, 1.75702, 0.73974], [-1.18046, 2.87100, 0.83018], [-2.19801, 2.83919, -0.62664]]
}

Arrangement B

{
  "formula": "C7H10O2",
  "method": "wB97M-V/def2-TZVPD",
  "mol_weight_g_mol": 126.2,
  "lumo_energy_ev": 0.53,
  "multiplicity": 1,
  "elements": ["C", "C", "C", "O", "C", "O", "C", "C", "C", "H", "H", "H", "H", "H", "H", "H", "H", "H", "H"],
  "xyz": [[2.60832, 0.38275, -0.89230], [1.18643, 0.44335, -0.42397], [0.26777, 1.42376, -0.59082], [-0.18083, 2.49626, -0.78887], [0.44755, -0.45040, 0.40593], [0.98037, -1.07986, 1.48350], [-0.93180, -0.27322, 0.28854], [-1.69546, -0.54538, -0.98643], [-1.78628, -0.16417, 1.52344], [2.67972, -0.02160, -1.90645], [3.20598, -0.26153, -0.24117], [3.06485, 1.37532, -0.89691], [1.94818, -1.08399, 1.43865], [-1.03456, -0.67670, -1.84446], [-2.39032, 0.26921, -1.21004], [-2.29021, -1.46090, -0.87450], [-1.20544, -0.03718, 2.43767], [-2.42955, -1.04209, 1.65092], [-2.44470, 0.70638, 1.42728]]
}

Which of them is least stable? Easy: arrangement A.

Arrangement A

{
  "formula": "C7H10O2",
  "method": "wB97M-V/def2-TZVPD",
  "mol_weight_g_mol": 126.2,
  "lumo_energy_ev": [-0.19, -0.19],
  "multiplicity": 1,
  "elements": ["C", "C", "C", "C", "C", "C", "C", "O", "O", "H", "H", "H", "H", "H", "H", "H", "H", "H", "H"],
  "xyz": [[-0.18289, 0.84342, 0.75570], [-0.63240, 0.96417, -0.65569], [-0.90074, -0.11059, 1.67086], [-0.46732, -1.40350, -1.72040], [1.76593, 0.16864, 0.41422], [0.18885, -0.19244, -1.14262], [1.58858, -0.22393, -0.87272], [0.19794, 2.02635, 1.36104], [2.39472, 0.24666, 1.42348], [0.88139, 1.82592, 2.02622], [-0.33774, 1.91606, -1.10263], [-1.70542, 0.81175, -0.80085], [2.36440, -0.61841, -1.52052], [-1.33910, -0.94690, 1.12359], [-0.22024, -0.51827, 2.42558], [-1.70469, 0.40976, 2.20624], [0.15205, -1.82560, -2.51680], [-0.57901, -2.19117, -0.96447], [-1.46432, -1.18194, -2.11024]]
}

Arrangement B

{
  "formula": "C7H10O2",
  "method": "wB97M-V/def2-TZVPD",
  "mol_weight_g_mol": 126.2,
  "lumo_energy_ev": 0.23,
  "multiplicity": 1,
  "elements": ["C", "C", "C", "C", "C", "O", "C", "C", "O", "H", "H", "H", "H", "H", "H", "H", "H", "H", "H"],
  "xyz": [[-0.33547, 1.39029, -2.09975], [-0.38996, 0.62399, -1.04607], [-0.90299, -0.27689, -0.18554], [-1.99937, 0.07964, 0.77321], [0.01573, -1.38175, 0.19101], [0.26179, -2.37663, -0.73441], [1.27941, -0.25019, 0.04058], [1.57941, 0.54998, 1.27845], [2.10932, -0.57828, -0.79763], [0.37242, 2.20628, -2.16193], [-0.96104, 1.22295, -2.96734], [-2.34145, 1.10252, 0.62984], [-2.83531, -0.59884, 0.58211], [-1.70066, -0.06246, 1.81253], [-0.18454, -1.78081, 1.18545], [1.03399, -2.07511, -1.25925], [0.66848, 0.95122, 1.71656], [2.05986, -0.10146, 2.00871], [2.27041, 1.35554, 1.03345]]
}

Which of them is least stable? Easy: arrangement B.

Arrangement A

{
  "formula": "C4H10NO3",
  "method": "wB97M-V/def2-TZVPD",
  "mol_weight_g_mol": 120.1,
  "total_charge": -1,
  "lumo_energy_ev": 3.98,
  "multiplicity": 1,
  "elements": ["C", "N", "C", "C", "C", "O", "O", "H", "H", "H", "H", "H", "H", "H", "H", "H", "H", "O"],
  "xyz": [[-2.56865, -0.14654, 0.25253], [-1.69984, -0.56676, -0.90877], [0.49517, -1.46397, -1.49921], [-0.27173, -0.59860, -0.50090], [0.43692, 0.87424, -0.46202], [1.54412, 0.82110, 0.09530], [-0.25925, 1.71552, -1.05642], [-2.63740, 0.94663, 0.30465], [-2.28505, -0.48896, 1.23449], [-3.58957, -0.54089, 0.18802], [-1.84188, 0.25003, -1.52324], [0.29147, -1.12620, -2.52517], [1.56708, -1.24660, -1.37306], [0.24857, -2.52837, -1.31054], [-0.29531, -1.06549, 0.52042], [1.99011, -0.27288, 2.35107], [2.66229, 0.46150, 3.41724], [2.06634, -0.29033, 3.33033]]
}

Arrangement B

{
  "formula": "C4H10NO3",
  "method": "wB97M-V/def2-TZVPD",
  "mol_weight_g_mol": 120.1,
  "total_charge": -1,
  "lumo_energy_ev": 3.92,
  "multiplicity": 1,
  "elements": ["O", "C", "O", "C", "C", "C", "N", "H", "H", "H", "H", "H", "H", "H", "H", "H", "H", "O"],
  "xyz": [[1.45796, -1.11910, 0.96574], [1.57950, 0.14333, 1.06703], [1.60461, 0.90917, 2.02079], [1.57956, 0.83212, -0.22989], [0.11557, 0.93601, -0.87358], [-0.83251, -0.23052, -0.84321], [-2.00224, -0.08541, -1.70900], [2.01747, 0.04810, -0.87440], [2.21190, 1.80157, -0.45879], [0.26005, 0.96893, -2.00700], [-0.21169, 1.90803, -0.35339], [-0.13780, -1.11993, -1.24199], [-1.21669, -0.72981, 0.12181], [-2.04527, -0.90120, -2.15256], [-1.89137, 0.70657, -2.22336], [-0.96686, -1.21279, 2.12461], [-0.29247, -1.42426, 3.49555], [-1.22972, -1.43080, 3.17165]]
}

Arrangement C

{
  "formula": "C4H10NO3",
  "method": "wB97M-V/def2-TZVPD",
  "mol_weight_g_mol": 120.1,
  "total_charge": -1,
  "lumo_energy_ev": 3.84,
  "multiplicity": 1,
  "elements": ["C", "C", "C", "O", "N", "C", "O", "H", "H", "H", "H", "H", "H", "H", "H", "H", "H", "O"],
  "xyz": [[-0.31569, 0.88950, 0.55284], [-1.21377, 1.84239, -0.44755], [-0.34389, 1.82235, -1.69453], [-0.56917, 2.54540, -2.69553], [-0.27106, -0.36687, -0.14612], [1.20600, -0.94814, -0.20231], [1.80716, -0.86196, 0.99826], [-0.97975, 0.81163, 1.54926], [0.74505, 1.22840, 0.94830], [-1.52903, 2.81310, -0.22824], [-2.14752, 1.23737, -0.53963], [0.45033, 1.04427, -1.70648], [-0.90842, -1.07684, 0.23512], [1.15920, -1.86112, -0.71714], [1.71812, -0.31289, -0.93304], [-0.21624, -2.67908, 2.15608], [1.08826, -2.74904, 1.33580], [0.32041, -3.37846, 1.53490]]
}

Which of them is least stable? Easy: arrangement C.

Arrangement A

{
  "formula": "C4H10NO3",
  "method": "wB97M-V/def2-TZVPD",
  "mol_weight_g_mol": 120.1,
  "total_charge": -1,
  "lumo_energy_ev": 3.81,
  "multiplicity": 1,
  "elements": ["C", "N", "C", "C", "C", "O", "O", "H", "H", "H", "H", "H", "H", "H", "H", "H", "H", "O"],
  "xyz": [[1.04389, 0.52447, -1.68707], [0.09376, 0.14183, -0.84061], [1.48363, 0.32080, 1.23551], [0.49700, -0.46516, 0.38150], [-0.84196, -0.45155, 1.22257], [-1.05231, 0.72738, 1.94526], [2.26818, 0.48594, -1.52843], [0.71956, 0.83657, -2.71848], [-1.45665, 1.41011, 1.43953], [1.29408, 1.44141, 0.90269], [2.42505, 0.02097, 0.80918], [1.27209, 0.36094, 2.32261], [0.74252, -1.48201, 0.21806], [-0.82563, -1.18193, 2.08183], [-1.79684, -0.55517, 0.58749], [-1.38745, -1.13432, -1.85802], [-2.28823, -0.00587, -2.16938], [-2.19070, -0.99441, -2.34425]]
}

Arrangement B

{
  "formula": "C4H10NO3",
  "method": "wB97M-V/def2-TZVPD",
  "mol_weight_g_mol": 120.1,
  "total_charge": -1,
  "lumo_energy_ev": 3.76,
  "multiplicity": 1,
  "elements": ["C", "C", "C", "N", "C", "O", "O", "H", "H", "H", "H", "H", "H", "H", "H", "H", "H", "O"],
  "xyz": [[1.60093, -0.68497, 2.20883], [0.66263, 0.12843, 1.24090], [1.53537, 1.27134, 0.54982], [-0.10026, -0.73192, 0.32376], [-1.24977, -0.26579, -0.38306], [-1.73291, -1.19343, -1.00918], [-1.78517, 0.83963, -0.21586], [2.54436, -0.08917, 2.23538], [1.27715, -0.84119, 3.23875], [1.71316, -1.66213, 1.75453], [-0.20950, 0.57668, 1.81060], [1.56126, 2.24675, 1.04881], [1.34269, 1.51833, -0.57600], [2.62376, 0.91005, 0.33037], [0.14351, -1.67941, -0.00377], [0.29297, 0.89885, -1.62750], [-0.55732, 0.25895, -2.61260], [0.35244, 0.39026, -2.47044]]
}

Which of them is least stable? Easy: arrangement A.